Record 1
Entry from the OMol25 dataset: a structure of composition C15H13BF6 at a distorted geometry (ωB97M-V/def2-TZVPD).

Computed properties:
lowest unoccupied orbital energy = -0.29 eV

Last column: natural (NBO) charge in e.
Element x y z (Å)
F 5.311 1.283 -1.845  -0.328
C 5.171 1.415 -0.485  0.979
F 6.187 0.684 0.080  -0.330
F 5.410 2.717 -0.175  -0.322
C 3.820 0.930 -0.040  -0.162
C 3.729 -0.384 0.381  -0.163
C 2.471 -0.927 0.580  -0.228
C 1.297 -0.216 0.292  0.066
C 0.065 -1.015 0.000  -0.285
C -1.255 -0.288 0.034  -0.042
C -1.562 0.462 -1.109  -0.149
C -2.842 0.954 -1.333  -0.195
C -3.802 0.751 -0.347  -0.156
C -5.152 1.396 -0.489  0.979
F -6.106 0.757 0.258  -0.328
F -5.124 2.691 -0.032  -0.328
F -5.613 1.424 -1.775  -0.324
C -3.523 0.040 0.811  -0.161
C -2.253 -0.495 0.997  -0.201
C 1.416 1.166 0.037  -0.242
C 2.683 1.740 -0.107  -0.162
H 4.631 -0.975 0.510  0.240
H 2.386 -1.955 0.920  0.227
H 0.055 -1.969 0.716  0.144
H -0.782 0.630 -1.854  0.209
H -3.090 1.467 -2.263  0.238
H -4.308 -0.091 1.538  0.238
H -2.037 -1.083 1.890  0.230
H 0.519 1.784 -0.067  0.231
H 2.789 2.801 -0.304  0.233
H 0.178 -1.313 -1.053  0.248
B -0.153 -3.441 1.067  -0.035
H -0.995 -3.470 1.948  -0.034
H -0.526 -3.706 -0.065  -0.046
H 1.006 -3.769 1.281  -0.041

Record 2
Entry from the OMol25 dataset: a structure of composition C15H13Br4NO3Pt (ωB97M-V/def2-TZVPD).

Computed properties:
2S+1 = 3
expectation value of S² = 2.023
lowest unoccupied orbital energy (spin up / spin down) = 4.41 / 4.41 eV
charge = -2

Last column: Löwdin spin population.
Element x y z (Å)
Pt 1.728 1.258 -0.609  0.018
Br -5.863 1.321 0.201  0.278
C -3.822 1.882 0.647  0.292
C -3.572 2.704 1.704  0.252
Br -5.224 3.481 2.859  0.262
C -2.315 3.056 2.055  0.077
Br -1.900 4.173 3.549  0.050
C -1.169 2.563 1.318  0.111
O 0.011 2.810 1.631  0.236
C -1.454 1.683 0.147  0.132
O -0.513 1.230 -0.566  0.199
C -2.829 1.371 -0.122  0.047
Br -3.143 0.197 -1.601  0.044
O 1.111 -0.337 -3.375  0.000
C 0.269 -1.263 -2.711  0.000
C 1.067 -2.456 -2.197  0.000
C 2.094 -2.077 -1.119  0.000
C 1.463 -1.795 0.214  0.000
C 1.128 -2.839 1.074  0.000
C 0.523 -2.570 2.286  0.000
C 0.274 -1.250 2.627  0.000
C 0.636 -0.258 1.735  0.001
N 1.209 -0.524 0.551  0.004
H 1.293 0.389 -2.736  0.000
H -0.482 -1.615 -3.426  0.000
H -0.269 -0.773 -1.896  0.000
H 1.596 -2.908 -3.042  0.000
H 0.374 -3.209 -1.803  0.000
H 2.635 -1.182 -1.436  0.000
H 2.810 -2.896 -0.997  0.000
H 1.341 -3.856 0.769  0.000
H 0.248 -3.377 2.954  0.000
H -0.203 -0.981 3.559  0.000
H 0.482 0.795 1.945  0.001
C 3.167 2.187 -1.254  -0.005
H 3.699 2.951 -0.670  0.000
H 3.600 2.117 -2.261  0.000

Record 3
Entry from the OMol25 dataset: a structure of composition C15H13Br9N2O4 at a distorted geometry (ωB97M-V/def2-TZVPD).

Computed properties:
lowest unoccupied orbital energy = -1.76 eV

Last column: natural (NBO) charge in e.
Element x y z (Å)
C -0.616 -1.585 -0.949  -0.471
Br -1.240 -3.235 -0.047  0.262
Br -1.061 -1.559 -2.879  0.174
Br 1.373 -1.529 -0.696  0.047
H -1.032 -0.720 -0.433  0.233
C -0.612 0.719 -4.046  -0.519
Br -0.933 -0.101 -5.825  0.102
Br -0.792 2.644 -3.988  0.104
Br 1.192 0.367 -3.477  0.173
H -1.204 0.172 -3.312  0.192
C -0.351 -5.420 0.632  -0.532
Br 1.289 -6.575 0.847  0.012
Br -0.914 -4.350 2.216  0.257
Br -1.917 -6.406 -0.064  0.057
H -0.012 -4.674 -0.087  0.199
C 1.401 1.797 2.900  -0.179
C 1.540 0.660 3.652  -0.199
C 0.770 -0.441 3.389  -0.182
C -0.147 -0.425 2.346  0.021
C -0.217 0.711 1.583  -0.147
C 0.482 1.827 1.862  -0.206
N -0.973 -1.566 2.071  0.489
O -1.688 -1.520 1.061  -0.399
O -0.992 -2.476 2.914  -0.417
H 2.082 2.585 3.188  0.215
H 2.127 0.674 4.558  0.221
H 0.932 -1.292 4.033  0.242
H -0.786 0.744 0.666  0.208
H 0.459 2.657 1.172  0.238
C 1.989 2.270 -0.421  -0.224
C 1.035 3.221 -0.101  -0.240
C -0.323 3.057 -0.489  -0.247
C -0.739 1.917 -1.185  0.059
C 0.226 0.959 -1.511  -0.328
C 1.570 1.159 -1.187  -0.207
N -2.153 1.690 -1.614  0.513
O -2.867 2.667 -1.839  -0.359
O -2.511 0.592 -1.904  -0.384
H 2.972 2.479 -0.026  0.230
H 1.367 3.989 0.582  0.234
H -1.041 3.803 -0.182  0.249
H -0.041 0.068 -2.059  0.271
H 2.362 0.444 -1.352  0.238

Record 4
Entry from the OMol25 dataset: an isolated molecule of C15H13BrN2O5S (ωB97M-V/def2-TZVPD).

Computed properties:
SMILES = O=C(CSCc1c[nH]c(=O)[nH]c1=O)OCC(=O)c1ccc(Br)cc1
lowest unoccupied orbital energy = 0.11 eV

Last column: natural (NBO) charge in e.
Element x y z (Å)
O 0.994 -0.508 1.498  -0.626
C 1.888 -0.703 2.290  0.813
C 1.805 -1.605 3.488  -0.654
S 0.297 -1.277 4.457  0.212
C -0.898 -2.433 3.665  -0.530
C -1.147 -2.074 2.244  -0.210
C -1.954 -1.063 1.866  0.097
N -2.079 -0.689 0.562  -0.592
C -1.361 -1.267 -0.460  0.794
O -1.422 -0.875 -1.600  -0.619
N -0.603 -2.340 -0.068  -0.628
C -0.354 -2.762 1.228  0.678
O 0.459 -3.637 1.446  -0.626
O 3.080 -0.132 2.163  -0.474
C 3.208 0.683 0.995  -0.170
C 1.981 1.606 0.877  0.571
O 1.671 2.295 1.820  -0.538
C 1.215 1.615 -0.390  -0.181
C -0.083 2.127 -0.325  -0.147
C -0.898 2.143 -1.437  -0.247
C -0.411 1.642 -2.633  -0.035
Br -1.518 1.650 -4.162  0.076
C 0.881 1.152 -2.730  -0.259
C 1.690 1.137 -1.610  -0.115
H 2.660 -1.444 4.141  0.255
H 1.763 -2.643 3.154  0.282
H -0.479 -3.436 3.740  0.249
H -1.794 -2.347 4.276  0.237
H -2.524 -0.492 2.585  0.218
H -2.636 0.116 0.313  0.427
H -0.047 -2.777 -0.795  0.430
H 4.108 1.280 1.152  0.224
H 3.320 0.029 0.129  0.194
H -0.435 2.504 0.624  0.236
H -1.903 2.535 -1.384  0.226
H 1.247 0.777 -3.673  0.229
H 2.700 0.769 -1.709  0.203

Record 5
Entry from the OMol25 dataset: a cluster of 2 separate species, C15H13Cl2N3O3 in total at a distorted geometry (ωB97M-V/def2-TZVPD).

Computed properties:
SMILES = N#CC1=C(C#N)C(=O)C(Cl)=C(Cl)C1=O.C/C=C/N1CCOCC1
lowest unoccupied orbital energy = -3.30 eV

Last column: natural (NBO) charge in e.
Element x y z (Å)
N -3.345 -1.923 2.400  -0.212
C -2.356 -1.320 2.571  0.261
C -1.152 -0.595 2.717  -0.136
C -1.150 0.765 2.829  -0.057
C -2.354 1.508 2.855  0.223
N -3.340 2.136 2.880  -0.191
C 0.098 1.544 2.896  0.471
O 0.064 2.767 2.931  -0.424
C 1.376 0.759 2.913  -0.117
Cl 2.828 1.649 2.979  0.118
C 1.369 -0.610 2.886  -0.121
Cl 2.815 -1.509 2.960  0.117
C 0.088 -1.383 2.756  0.492
O 0.045 -2.604 2.660  -0.427
C -1.047 -0.507 -1.446  -0.625
C -2.365 -1.172 -1.295  -0.356
C -2.497 -2.482 -0.986  0.035
N -3.679 -3.075 -0.683  -0.430
C -3.681 -4.523 -0.465  -0.225
C -5.072 -5.141 -0.654  -0.076
O -6.113 -4.352 -0.065  -0.523
C -6.171 -3.037 -0.620  -0.073
C -4.863 -2.249 -0.466  -0.241
H -1.168 0.491 -1.882  0.216
H -0.599 -0.366 -0.449  0.179
H -0.311 -1.068 -2.049  0.208
H -3.255 -0.565 -1.474  0.198
H -1.638 -3.149 -1.068  0.193
H -3.003 -4.972 -1.206  0.200
H -3.306 -4.742 0.556  0.186
H -5.257 -5.305 -1.741  0.163
H -5.125 -6.092 -0.101  0.201
H -6.449 -3.051 -1.696  0.161
H -6.960 -2.539 -0.044  0.201
H -4.783 -1.774 0.530  0.210
H -4.901 -1.468 -1.231  0.199

Record 6
Entry from the OMol25 dataset: a structure of composition C15H13ClF3HoN4O6S4 at a distorted geometry (ωB97M-V/def2-TZVPD).

Computed properties:
2S+1 = 5
expectation value of S² = 6.004
lowest unoccupied orbital energy (spin up / spin down) = 0.22 / 0.22 eV

Last column: Löwdin spin population.
Element x y z (Å)
Ho 0.254 -1.276 -0.524  4.026
S 2.141 0.072 1.269  -0.003
C 0.723 1.028 1.435  0.000
N -0.395 0.688 0.850  -0.004
C -1.422 1.586 1.067  0.000
C -2.707 1.479 0.543  0.000
C -3.620 2.467 0.854  0.000
C -3.268 3.547 1.672  0.000
C -1.994 3.658 2.193  0.000
C -1.067 2.669 1.881  0.000
S 0.599 2.505 2.371  0.000
H -2.972 0.642 -0.089  0.000
H -4.624 2.404 0.458  0.000
H -4.007 4.303 1.899  0.000
H -1.732 4.494 2.827  0.000
S -0.654 -3.047 4.042  0.000
C -1.164 -4.141 2.831  0.000
C -1.003 -3.575 1.611  0.000
N -0.469 -2.309 1.625  -0.004
C -0.242 -1.916 2.852  0.001
H -1.552 -5.116 3.063  0.000
H -1.238 -4.037 0.664  0.000
H 0.199 -0.960 3.082  0.000
F -0.730 -4.241 -2.658  0.000
C -1.138 -3.032 -3.058  0.000
F -1.455 -3.118 -4.338  0.000
F -0.061 -2.192 -2.983  -0.001
C -2.247 -2.512 -2.119  0.000
O -3.390 -2.830 -2.326  0.000
O -1.779 -1.799 -1.139  -0.005
O 3.215 -3.004 0.311  0.000
Cl 2.506 -3.024 -0.910  -0.001
O 2.333 -1.636 -1.453  -0.003
O 3.080 -3.864 -1.885  0.000
O 1.062 -3.396 -0.658  -0.003
S 0.057 0.925 -2.350  -0.004
C 1.400 1.808 -1.791  0.000
N 1.320 2.978 -1.158  0.000
C 2.623 3.496 -0.762  0.000
C 3.562 2.325 -1.137  0.000
N 2.681 1.451 -1.903  0.000
H 0.432 3.426 -1.016  0.000
H 2.641 3.698 0.308  0.000
H 2.862 4.411 -1.306  0.000
H 3.921 1.808 -0.248  0.000
H 4.406 2.654 -1.742  0.000
H 2.911 0.505 -2.153  0.000